1.
This record from OMol25 describes a structure of composition C32H36ClIrN4. The level of theory is wB97M-V/def2-TZVPD.

Properties
HOMO energy (spin up / spin down) in eV: -14.4 / -16.2
Kohn-Sham gap (spin up / spin down) in eV: 4.5762 / 3.7230
LUMO energy (spin up / spin down) in eV: -9.8258 / -12.4451
Relative energy (zero: lowest compared OMol25 entry of this formula, charge and spin) in kJ/mol: 93.4
Multiplicity: 6
Charge: +3
<S²>: 8.8124

Atoms and positions in Å:
Ir 0.124 -0.085 -0.110
C -3.429 1.973 2.083
C -2.202 2.815 1.980
C -2.258 4.182 2.032
C -1.102 4.951 1.845
C 0.167 4.346 1.578
C 0.286 2.993 1.521
C 1.581 2.298 1.255
C -0.888 2.213 1.779
N -0.736 0.834 1.758
C -0.922 0.051 2.766
C -1.235 0.504 4.147
C -0.726 -1.418 2.510
C -1.013 -2.401 3.595
N -0.225 -1.691 1.369
C 0.027 -3.000 0.858
C 1.327 -3.247 0.396
C 2.440 -2.240 0.526
C 1.603 -4.497 -0.131
C 0.610 -5.460 -0.230
C -0.679 -5.176 0.186
C -1.005 -3.943 0.741
C -2.440 -3.682 1.126
H -4.319 2.590 1.991
H -3.486 1.467 3.050
H -3.449 1.209 1.301
H -3.209 4.672 2.194
H -1.169 6.032 1.878
H 1.033 4.977 1.429
H 2.361 2.992 0.952
H 1.455 1.584 0.409
H 1.932 1.725 2.114
H -1.273 1.586 4.239
H -0.471 0.125 4.830
H -2.182 0.072 4.482
H -0.452 -2.132 4.492
H -0.724 -3.403 3.295
H -2.071 -2.404 3.865
H 2.093 -1.197 0.598
H 3.121 -2.302 -0.321
H 3.021 -2.407 1.436
H 2.610 -4.722 -0.460
H 0.841 -6.435 -0.639
H -1.457 -5.922 0.082
H -3.102 -4.053 0.345
H -2.666 -2.625 1.279
H -2.705 -4.216 2.040
N 2.518 -2.721 -5.120
C 1.943 -2.074 -4.112
C 2.508 -0.893 -3.573
C 1.911 -0.285 -2.514
N 0.764 -0.742 -1.941
C 0.198 -1.857 -2.476
C 0.733 -2.526 -3.531
H 3.370 -2.387 -5.541
H 2.094 -3.539 -5.530
H 3.400 -0.459 -4.004
H 2.329 0.625 -2.104
H -0.738 -2.179 -2.036
H 0.219 -3.391 -3.927
Cl -6.749 -1.253 -4.845
C -5.513 -0.878 -3.739
C -5.321 -1.689 -2.612
C -4.336 -1.378 -1.714
C -3.502 -0.237 -1.898
C -2.538 0.115 -0.951
C -3.713 0.553 -3.066
C -4.697 0.239 -3.964
H -5.959 -2.550 -2.465
H -4.191 -2.002 -0.841
H -2.482 -0.457 -0.026
H -2.017 1.069 -1.046
H -3.080 1.413 -3.244
H -4.857 0.842 -4.847

2.
This record from OMol25 describes a structure of composition C32H36F6IrN5O6PS2. The level of theory is wB97M-V/def2-TZVPD.

Properties
HOMO energy in eV: -9.3
Kohn-Sham gap in eV: 5.9669
LUMO energy in eV: -3.2882
Relative energy (zero: lowest compared OMol25 entry of this formula, charge and spin) in kJ/mol: 0.0
Multiplicity: 1
Charge: +1

Atoms and positions in Å:
Ir -0.124 0.208 0.849
F 4.399 3.963 -1.787
C 3.271 4.393 -1.180
C 2.264 3.501 -0.963
C 1.073 3.925 -0.372
C 0.043 2.935 -0.076
O 0.203 1.774 -0.518
C -1.048 3.392 0.715
C -1.156 4.725 0.972
N -0.235 5.658 0.648
C -0.461 7.053 0.955
C 0.294 7.685 2.092
C -1.179 7.427 2.211
C 0.931 5.265 0.006
C 1.984 6.160 -0.214
C 3.167 5.740 -0.799
N 4.231 6.667 -0.933
C 3.987 7.948 -1.572
C 4.643 9.030 -0.707
N 5.822 8.399 -0.002
C 6.527 7.432 -0.908
C 5.607 6.222 -1.120
C -2.112 2.511 1.341
O -3.164 3.021 1.685
O -1.780 1.288 1.561
H 2.376 2.459 -1.233
H -2.043 5.071 1.485
H -0.649 7.656 0.074
H 0.638 8.704 1.975
H 0.946 7.034 2.659
H -1.859 8.264 2.148
H -1.490 6.644 2.887
H 1.895 7.180 0.131
H 2.922 8.144 -1.649
H 4.392 7.968 -2.591
H 3.974 9.396 0.069
H 5.016 9.871 -1.289
H 5.467 7.879 0.803
H 6.459 9.116 0.343
H 7.472 7.147 -0.453
H 6.732 7.974 -1.829
H 5.830 5.450 -0.385
H 5.812 5.808 -2.110
C 0.644 -5.496 0.224
C 0.368 -4.657 -0.998
O -0.621 -3.649 -0.650
P -0.373 -2.138 -1.011
S -1.835 -0.969 -0.313
S 1.306 -1.342 -0.229
O -0.294 -2.213 -2.594
C -0.146 -0.990 -3.363
C -1.411 -0.735 -4.145
H 1.294 -6.331 -0.039
H -0.286 -5.894 0.629
H 1.135 -4.901 0.995
H -0.057 -5.241 -1.813
H 1.275 -4.169 -1.360
H 0.712 -1.151 -4.013
H 0.084 -0.162 -2.689
H -1.632 -1.572 -4.806
H -1.292 0.164 -4.752
H -2.253 -0.587 -3.469
F 3.314 3.016 6.496
C 2.874 2.529 5.328
C 1.532 2.561 5.008
F 0.656 3.088 5.871
C 1.080 2.071 3.794
F -0.239 2.152 3.544
C 1.938 1.519 2.832
O 1.610 1.084 1.644
C 3.296 1.495 3.205
F 4.188 0.987 2.341
C 3.758 1.988 4.408
F 5.065 1.951 4.691
C -2.790 -1.682 5.076
C -1.574 -1.602 4.221
C -0.292 -2.078 4.403
C 0.449 -1.669 3.283
N -0.364 -1.012 2.449
N -1.576 -0.968 3.043
C 1.903 -1.906 3.051
H -2.562 -2.216 5.994
H -3.597 -2.207 4.563
H -3.147 -0.685 5.336
H 0.079 -2.633 5.247
H -2.292 -0.398 2.603
H 2.407 -1.976 4.015
H 2.354 -1.103 2.478
H 2.064 -2.841 2.515

3.
This record from OMol25 describes a structure of composition C32H36N2OPdS5Si. The level of theory is wB97M-V/def2-TZVPD.

Properties
HOMO energy in eV: -7.5
Kohn-Sham gap in eV: 7.1248
LUMO energy in eV: -0.3779
Relative energy (zero: lowest compared OMol25 entry of this formula, charge and spin) in kJ/mol: 26.8
Multiplicity: 1

Atoms and positions in Å:
Pd -0.062 0.110 -0.012
C -2.689 -1.430 0.226
N -1.252 -1.699 -0.047
C -0.742 -2.557 1.066
C 0.764 -2.626 1.062
N 1.349 -1.343 1.473
C 2.780 -1.343 1.148
C 1.061 -1.066 2.865
C 1.797 -1.696 3.865
C 1.541 -1.462 5.204
C 0.520 -0.586 5.552
C -0.218 0.043 4.568
C 0.034 -0.176 3.208
S -0.935 0.744 2.063
C -1.111 -2.428 -1.319
C -1.889 -3.558 -1.559
C -1.749 -4.274 -2.734
C -0.820 -3.860 -3.682
C -0.051 -2.739 -3.449
C -0.188 -2.005 -2.265
S 0.805 -0.580 -2.037
H -3.208 -2.360 0.469
H -3.144 -0.986 -0.652
H -2.759 -0.753 1.073
H -1.174 -3.555 0.963
H -1.101 -2.122 1.998
H 1.126 -2.852 0.055
H 1.097 -3.435 1.726
H 3.287 -2.250 1.501
H 3.262 -0.477 1.593
H 2.892 -1.282 0.064
H 2.591 -2.378 3.587
H 2.131 -1.955 5.966
H 0.303 -0.385 6.594
H -1.001 0.740 4.839
H -2.609 -3.893 -0.825
H -2.361 -5.149 -2.907
H -0.703 -4.411 -4.607
H 0.667 -2.402 -4.186
O 0.606 2.013 -0.238
C 1.811 2.698 0.027
C 3.063 1.936 -0.387
C 3.304 1.356 -1.597
C 4.614 0.820 -1.711
C 5.360 1.048 -0.595
S 4.470 1.873 0.606
C 1.905 3.075 1.503
C 2.060 2.217 2.549
C 2.108 2.866 3.809
C 2.003 4.219 3.690
S 1.841 4.701 2.059
C 1.717 3.984 -0.793
C 0.648 4.830 -0.840
C 0.874 5.964 -1.663
C 2.120 5.960 -2.215
S 3.011 4.578 -1.753
H 2.577 1.333 -2.395
H 4.983 0.308 -2.588
H 6.384 0.762 -0.415
H 2.126 1.149 2.424
H 2.205 2.347 4.752
H 2.006 4.956 4.477
H -0.269 4.640 -0.303
H 0.147 6.745 -1.834
H 2.555 6.693 -2.875
C -2.481 0.519 -2.599
Si -1.168 1.514 -1.671
C -0.250 2.392 -3.042
C -2.157 2.605 -0.515
H -2.756 1.163 -3.442
H -3.395 0.346 -2.031
H -2.136 -0.424 -3.022
H -0.782 3.325 -3.259
H -0.266 1.772 -3.939
H 0.776 2.654 -2.803
H -2.654 3.384 -1.101
H -1.531 3.068 0.243
H -2.932 2.020 -0.015

4.
This record from OMol25 describes a cluster of 3 separate species, C32H36O5 in total. The level of theory is wB97M-V/def2-TZVPD.

Properties
HOMO energy in eV: -9.2
SMILES: C[C@H](Cc1cccc2c1C(=O)c1ccccc1C2=O)OCc1ccccc1.C1CCOC1.C1CCOC1
Kohn-Sham gap in eV: 8.4884
LUMO energy in eV: -0.6928
Multiplicity: 1

Atoms and positions in Å:
C -4.147 1.474 -0.464
C -2.875 0.604 -0.534
C -1.818 1.187 0.392
C -0.422 0.726 0.099
C 0.316 1.422 -0.857
C 1.620 1.084 -1.183
C 2.235 0.018 -0.541
C 1.511 -0.712 0.392
C 0.184 -0.379 0.722
C -0.514 -1.238 1.715
O -1.482 -0.900 2.352
C 0.020 -2.612 1.912
C -0.798 -3.612 2.425
C -0.300 -4.896 2.612
C 1.032 -5.188 2.316
C 1.862 -4.194 1.814
C 1.346 -2.920 1.604
C 2.205 -1.850 1.048
O 3.406 -1.903 1.117
O -2.373 0.529 -1.859
C -3.080 -0.398 -2.649
C -2.821 -0.143 -4.104
C -3.436 0.950 -4.717
C -3.199 1.195 -6.066
C -2.361 0.355 -6.793
C -1.757 -0.744 -6.194
C -1.995 -0.982 -4.840
H -4.091 2.072 0.442
H -4.190 2.154 -1.306
H -5.038 0.861 -0.367
H -3.151 -0.404 -0.207
H -1.839 2.267 0.270
H -2.136 0.986 1.404
H -0.162 2.254 -1.356
H 2.171 1.634 -1.928
H 3.256 -0.250 -0.752
H -1.826 -3.396 2.671
H -0.951 -5.668 2.990
H 1.420 -6.181 2.477
H 2.894 -4.414 1.591
H -4.160 -0.334 -2.485
H -2.789 -1.417 -2.371
H -4.089 1.595 -4.150
H -3.655 2.033 -6.570
H -2.186 0.576 -7.835
H -1.109 -1.393 -6.761
H -1.542 -1.828 -4.341
C 5.998 -3.083 2.556
C 6.598 -2.560 3.857
C 6.972 -3.853 4.568
O 7.296 -4.797 3.545
C 6.888 -4.285 2.273
H 5.996 -2.357 1.748
H 4.969 -3.404 2.721
H 7.495 -1.971 3.648
H 5.914 -1.942 4.438
H 6.129 -4.244 5.149
H 7.828 -3.742 5.235
H 7.784 -3.994 1.712
H 6.376 -5.073 1.719
C -3.403 6.552 1.004
C -2.128 6.802 0.204
C -1.538 5.402 0.120
O -2.646 4.495 0.115
C -3.842 5.199 0.465
H -4.161 7.323 0.873
H -3.171 6.478 2.068
H -2.377 7.168 -0.794
H -1.450 7.517 0.669
H -0.913 5.182 0.993
H -0.944 5.244 -0.780
H -4.456 5.312 -0.435
H -4.401 4.611 1.193

5.
This record from OMol25 describes a structure of composition C32H37Cl2KN3O8P in a non-equilibrium geometry. The level of theory is wB97M-V/def2-TZVPD.

Properties
HOMO energy in eV: -2.7
Kohn-Sham gap in eV: 6.8540
LUMO energy in eV: 4.1885
Relative energy (zero: lowest compared OMol25 entry of this formula, charge and spin) in kJ/mol: 70.5
Multiplicity: 1
Charge: -2

Atoms and positions in Å:
K 0.057 0.090 -1.528
O 0.198 -1.110 -5.176
C 0.240 0.131 -5.863
C 0.927 1.237 -5.092
N 0.241 1.615 -3.868
C -1.086 2.207 -4.059
C -1.896 2.135 -2.744
O -2.337 3.206 -2.270
O -2.031 0.969 -2.275
C 1.075 2.522 -3.071
C 2.241 1.873 -2.290
O 3.028 2.687 -1.748
O 2.276 0.619 -2.243
H -0.115 -0.950 -4.275
H -0.768 0.437 -6.160
H 0.802 -0.041 -6.783
H 1.053 2.106 -5.768
H 1.918 0.886 -4.800
H -1.654 1.632 -4.791
H -1.024 3.249 -4.399
H 0.437 3.010 -2.327
H 1.495 3.328 -3.689
O 0.002 -4.289 -2.717
C -0.165 -3.757 -1.620
O -0.533 -2.565 -1.357
C 0.098 -4.552 -0.351
C 0.302 -5.923 -0.426
C 0.492 -6.672 0.726
C 0.478 -6.034 1.962
C 0.290 -4.659 2.038
C 0.106 -3.891 0.884
P -0.204 -2.051 0.848
C 0.233 -1.655 2.653
C -0.511 -0.756 3.421
C -0.012 -0.209 4.601
C 1.257 -0.549 5.051
C 2.022 -1.436 4.299
C 1.518 -1.964 3.118
C -2.059 -2.085 1.023
C -2.688 -2.644 2.134
C -4.073 -2.652 2.249
C -4.857 -2.101 1.243
C -4.244 -1.551 0.126
C -2.859 -1.543 0.016
H 0.299 -6.376 -1.410
H 0.641 -7.745 0.667
H 0.613 -6.607 2.873
H 0.292 -4.182 3.009
H -1.501 -0.467 3.087
H -0.618 0.493 5.163
H 1.652 -0.118 5.963
H 3.022 -1.701 4.624
H 2.148 -2.623 2.528
H -2.088 -3.075 2.927
H -4.538 -3.090 3.126
H -5.938 -2.092 1.333
H -4.844 -1.118 -0.667
H -2.402 -1.105 -0.862
C 2.884 0.444 0.895
N 2.482 1.801 1.254
C 3.588 2.741 1.366
C 3.102 3.995 2.058
C 1.995 4.589 1.216
N 0.996 3.591 0.891
C -0.212 4.108 0.268
C 1.268 2.245 0.782
O 0.405 1.473 0.363
H 3.317 0.419 -0.108
H 2.017 -0.211 0.914
H 3.605 0.097 1.639
H 3.971 2.974 0.367
H 4.378 2.253 1.940
H 3.915 4.715 2.173
H 2.716 3.737 3.048
H 2.413 5.008 0.291
H 1.493 5.401 1.751
H 0.054 4.866 -0.476
H -0.869 4.564 1.016
H -0.762 3.318 -0.230
Cl -5.502 2.119 0.689
C -3.782 1.879 0.163
Cl -2.686 1.635 1.540
H -3.459 2.742 -0.403
H -3.736 1.003 -0.467

6.
This record from OMol25 describes a structure of composition C32H37ClGdN2Si2 in a non-equilibrium geometry. The level of theory is wB97M-V/def2-TZVPD.

Properties
HOMO energy (spin up / spin down) in eV: -8.5 / -10.9
Kohn-Sham gap (spin up / spin down) in eV: 3.6698 / 6.6891
LUMO energy (spin up / spin down) in eV: -4.8697 / -4.1893
Relative energy (zero: lowest compared OMol25 entry of this formula, charge and spin) in kJ/mol: 522.9
Multiplicity: 8
Charge: +1
<S²>: 15.8171

Atoms and positions in Å:
C 1.260 4.916 2.064
C 2.194 4.307 1.169
C 1.650 4.401 -0.145
H 3.192 3.962 1.440
C 0.387 5.043 -0.066
C 0.154 5.389 1.299
H -0.638 6.034 1.656
H 1.429 5.140 3.120
H 2.177 4.150 -1.063
H -0.255 5.349 -0.897
Gd 0.128 2.723 1.210
Si 0.284 -1.505 -2.575
C 0.484 -3.424 -2.292
C -0.559 -4.366 -2.102
H -1.603 -4.121 -2.284
C -0.278 -5.653 -1.596
H -1.085 -6.337 -1.324
C 1.044 -6.059 -1.400
H 1.285 -7.002 -0.905
C 2.067 -5.233 -1.883
H 3.100 -5.574 -1.826
C 1.772 -3.966 -2.396
H 2.563 -3.362 -2.834
C -1.086 -1.707 -3.796
C -0.996 -2.592 -4.893
H -0.054 -3.115 -5.096
C -2.104 -2.789 -5.725
H -2.032 -3.447 -6.596
C -3.317 -2.143 -5.443
H -4.192 -2.296 -6.084
C -3.410 -1.294 -4.339
H -4.345 -0.786 -4.087
C -2.293 -1.070 -3.531
H -2.353 -0.396 -2.672
H 1.610 -1.144 -3.187
Si -0.949 -2.170 0.720
C -1.098 -0.554 -0.370
C -0.014 -0.063 -1.335
H 1.085 -0.175 -1.099
C -0.133 1.348 -1.761
H 0.724 1.784 -2.276
C -1.331 2.027 -1.717
H -1.521 2.887 -2.361
C -2.358 1.505 -0.910
H -3.294 2.062 -0.798
C -2.236 0.245 -0.331
H -3.112 -0.150 0.210
C 0.915 -2.372 0.921
C 1.746 -1.236 0.908
H 1.379 -0.250 0.664
C 3.097 -1.287 1.255
H 3.673 -0.363 1.207
C 3.656 -2.494 1.654
H 4.697 -2.535 1.982
C 2.867 -3.646 1.645
H 3.291 -4.595 1.956
C 1.527 -3.602 1.238
H 0.954 -4.524 1.169
H -1.708 -2.572 1.888
Cl -0.936 0.587 2.365
N -1.581 3.721 2.705
C -1.683 3.854 4.214
C -0.378 3.737 4.961
C 0.370 2.428 4.828
N 1.117 2.292 3.533
H -2.407 3.219 2.366
H -1.759 4.679 2.327
H -2.117 4.836 4.448
H -2.386 3.086 4.549
H 0.288 4.575 4.734
H -0.627 3.840 6.023
H 1.095 2.343 5.654
H -0.315 1.585 4.910
H 2.071 2.635 3.656
H 1.209 1.280 3.349